Record 1
12
Properties=species:S:1:pos:R:3:forces:R:3:nbo_charge:R:1 method="wB97M-V/def2-TZVPD" e_homo_ev="-8.30 / -8.51" orbital_gap_ev="7.75 / 7.41" total_energy_ev=-7325.11160 max_force_ev_per_a=0.7 de_lowest_kj_mol=402.63
C 0.53036 1.31375 -0.06587 0.2 0.1 -0.1 0.35
H -2.00577 -0.83921 0.66230 0.1 0.1 -0.1 0.22
H -1.87552 -0.40482 -1.04752 0.0 0.0 0.2 0.23
H 2.69735 -0.34081 -0.11773 0.0 -0.1 0.0 0.20
H -0.09950 2.17416 0.23763 0.1 -0.1 -0.1 0.13
C -1.60087 -0.09357 -0.03122 -0.1 0.1 0.1 -0.63
C 1.92984 -1.08728 -0.32489 -0.2 0.0 0.7 0.03
H -2.09129 0.86767 0.15239 0.1 -0.1 0.0 0.22
C -0.11163 0.03103 0.08355 -0.2 0.2 0.1 -0.11
O 1.69487 1.49425 -0.40888 -0.5 -0.1 0.0 -0.55
C 0.69754 -1.09044 0.26451 0.4 -0.2 -0.5 -0.33
H 0.23461 -2.02472 0.59572 0.1 0.1 -0.2 0.23

Record 2
113
Properties=species:S:1:pos:R:3:forces:R:3:mulliken_charge:R:1 method="wB97M-V/def2-TZVPD" e_homo_ev=-10.94 charge=+1 orbital_gap_ev=9.21 total_energy_ev=-51866.20509 max_force_ev_per_a=8.8 de_lowest_kj_mol=5.60
H 6.90600 31.85000 25.51600 -0.3 1.8 0.0 0.30
O 13.28700 27.98200 27.65700 1.3 2.7 -4.3 -0.24
H 10.95100 37.82800 32.34800 0.4 2.4 2.7 0.73
C 5.50400 32.51800 34.38400 0.1 -1.7 0.9 -0.85
H 15.33400 33.07200 32.52200 -0.3 -0.1 0.2 -0.02
H 11.87800 31.34500 31.95500 -3.9 -6.8 3.4 -0.23
C 15.47500 34.31000 30.79700 -0.1 -3.2 2.4 -0.05
N 12.99700 29.89000 29.48900 7.7 0.1 1.9 -0.02
C 17.66500 31.45400 29.68300 -1.6 1.0 1.1 -0.86
O 14.32500 30.80200 33.38200 -1.0 2.4 0.1 -0.27
H 9.83500 28.98100 34.67700 -2.0 -1.1 1.1 0.73
H 13.08100 38.70100 31.16600 -1.3 0.2 -0.1 0.36
O 8.06900 32.74700 26.94200 0.1 -0.9 0.0 -0.30
H 11.04200 35.16300 30.66000 5.5 1.0 -2.9 0.16
C 12.67600 27.57600 28.73000 -2.6 -3.6 1.9 -0.52
H 14.04600 35.60000 30.98500 -0.8 -2.2 0.1 -0.18
H 9.50100 35.13500 30.34900 1.1 -0.6 0.5 0.21
H 15.13200 34.77100 32.78300 -1.3 1.9 1.7 0.54
C 7.41500 32.28100 32.96600 -4.6 3.1 -3.9 0.00
H 13.30200 31.92100 31.65500 -1.0 0.2 -0.4 -0.19
H 4.46300 32.37900 34.52900 -1.3 -0.7 -0.9 0.37
H 9.97700 30.14800 33.44300 0.9 -0.5 -0.5 -0.10
C 10.73900 31.65700 26.79700 6.3 0.5 -2.5 -1.47
O 12.27200 36.75100 31.20400 -1.6 -2.5 2.8 -0.26
O 17.21000 32.74200 30.22000 1.2 -1.0 -0.1 -0.38
O 5.97000 31.97600 33.06600 1.0 1.9 3.5 -0.40
H 12.04500 27.32800 31.40800 0.5 -1.7 0.5 0.65
H 17.34700 31.28100 28.70400 -1.4 0.0 -1.7 0.39
C 8.41800 31.48900 27.51600 -2.1 3.0 2.9 -0.75
H 13.28800 32.37700 38.81300 -0.5 0.6 -1.0 0.29
H 12.34100 28.89100 31.73700 1.9 3.0 4.0 0.31
H 7.49000 33.50600 32.96100 0.1 -2.8 0.2 0.08
C 15.88300 33.13500 29.89900 1.3 0.1 -2.7 -0.15
H 14.11800 34.84400 29.64500 -1.3 -0.7 0.7 0.33
H 9.70800 30.62800 29.73000 -0.2 0.0 0.2 -0.53
H 7.05100 33.88900 25.69400 -0.2 -2.2 -0.6 0.22
H 6.03800 32.97400 26.68800 -0.8 -0.7 0.6 0.29
H 5.53700 33.57300 34.66000 1.1 0.4 -1.0 0.32
H 12.59300 30.15900 36.02400 1.7 -1.5 -1.1 0.50
H 7.75900 31.27100 28.44400 0.9 1.1 -0.6 0.12
H 13.35700 26.43100 26.46100 0.9 -3.4 -0.1 0.39
H 15.96000 29.84900 33.75600 0.4 -1.4 0.1 0.45
H 8.87700 36.10300 32.21300 2.3 0.3 -0.6 0.38
H 9.95100 32.63000 28.55400 -0.2 0.0 -0.1 -0.28
C 13.14100 27.41100 26.34500 1.1 2.9 0.2 -0.87
C 7.66800 30.20900 31.24300 -4.5 3.2 5.6 -1.64
H 11.92200 32.20900 30.58800 0.7 -0.9 0.7 0.21
C 12.99400 28.48200 29.87100 1.5 0.5 1.8 0.72
H 13.93900 27.95300 25.80500 -0.3 -0.7 0.0 0.27
H 5.84900 31.95400 35.32100 0.5 0.4 -1.6 0.26
H 7.96200 29.62700 30.46500 0.9 -0.6 -3.0 0.65
N 9.25400 32.03100 31.56700 1.1 5.1 -0.9 1.06
H 14.42200 28.84800 33.35000 1.0 -0.4 -0.1 0.22
C 15.68200 34.07300 32.28100 4.3 -2.6 -0.3 -1.28
H 15.92400 33.59300 28.83600 -0.2 -0.7 1.1 0.34
H 7.97500 31.90000 33.76300 0.9 -1.0 1.0 0.29
H 13.84100 30.16400 28.81700 -2.2 -1.2 1.9 0.21
C 11.72500 30.58100 36.40100 -3.0 -3.5 2.9 -1.15
H 6.53400 30.14300 31.46300 1.4 -0.7 -0.9 0.36
C 9.83200 31.73300 27.94800 -0.3 -4.4 0.9 1.38
C 7.78000 31.85500 31.50700 4.4 -5.3 3.5 -0.57
H 9.65400 31.86700 32.51400 -0.8 0.0 -0.7 -0.59
H 10.54800 37.47300 30.84100 -2.3 1.9 -3.6 0.66
H 9.32900 33.19700 31.49800 0.7 -3.8 0.2 -0.30
H 10.94500 30.69200 26.20700 -1.3 1.0 1.2 0.26
C 12.02600 28.30400 31.01900 4.4 -3.1 -2.1 -2.48
C 6.93700 32.81500 26.12300 0.6 1.2 -0.7 -0.76
O 12.07900 31.61600 37.20300 -0.3 3.6 0.7 -0.31
H 16.82300 34.05700 32.65600 -2.5 0.3 -1.0 0.30
H 14.00500 28.25300 30.40000 -1.3 0.2 -1.4 0.22
H 10.04600 29.58200 28.45200 -0.3 0.5 -0.5 0.28
C 10.02500 35.90100 32.08700 0.3 1.0 1.1 0.46
H 15.46900 29.64300 32.09500 -0.1 0.0 -0.6 -0.03
N 14.06900 34.57300 30.66600 -0.7 3.1 -2.2 -0.29
H 10.62900 32.43900 26.03600 -0.6 -0.2 0.2 0.43
H 12.03200 31.86200 26.99900 -3.7 -0.4 0.3 0.08
H 11.45600 27.66700 28.61400 2.5 -1.0 0.2 0.13
C 10.72900 30.85900 35.32800 0.9 1.5 -1.2 0.47
N 11.34300 32.00100 34.60900 -6.7 3.4 -1.1 -0.42
H 17.31100 30.65400 30.31000 -0.3 -0.4 0.4 0.23
H 13.16000 26.49100 28.96300 -2.1 1.6 0.0 0.37
H 11.08600 28.47600 30.99500 -6.6 1.6 -1.6 0.77
H 13.94600 31.07000 37.88000 2.0 -0.5 -1.3 0.36
H 12.26000 30.04200 28.98100 -5.6 1.4 -3.5 -0.31
H 7.39700 32.38500 30.72000 -1.3 1.5 -1.6 0.99
H 11.98500 32.84800 32.01100 -0.6 2.5 1.8 -0.14
N 12.26300 32.04400 31.56300 4.9 4.9 -5.5 1.16
N 10.08300 30.52900 28.80500 1.5 0.9 0.8 0.14
H 10.79900 32.93900 34.98700 1.8 -3.0 -1.4 0.14
H 15.26000 32.19200 29.74600 0.0 1.3 1.0 0.01
C 15.10800 29.67100 33.10700 0.0 0.1 1.2 -0.58
H 14.05600 37.57000 30.87300 2.1 -1.4 -0.6 0.32
H 15.91700 35.21400 30.60300 2.2 1.7 -1.3 0.88
C 13.06000 31.50300 38.20100 -1.4 -1.4 1.9 -0.85
C 13.05100 37.72600 30.65400 -1.4 2.3 0.0 -1.02
H 8.04800 29.67800 32.14300 0.2 0.6 -0.3 0.29
H 12.26000 27.48200 25.70400 -0.8 0.6 0.9 0.31
H 8.13000 30.56400 27.09100 0.6 -0.8 -2.2 0.51
H 11.28000 29.19700 34.37800 6.1 -3.2 -1.6 0.87
H 12.73600 37.82400 29.62400 0.7 0.5 -0.5 0.39
N 10.25100 34.93800 31.05500 -7.0 -2.2 0.7 -0.41
C 10.47400 29.70700 34.30400 -4.1 4.6 1.8 -2.04
H 18.69500 31.28300 29.52700 1.6 1.0 0.8 0.35
H 12.21900 32.21100 34.87200 4.0 0.3 1.4 0.41
H 14.77600 31.38300 34.03000 -0.4 -0.6 -0.8 0.22
H 9.81200 34.59800 33.91100 1.1 1.6 -1.3 0.10
C 10.50100 35.42800 33.41300 -1.2 -1.5 4.9 -1.24
H 9.79400 31.16400 35.76700 -0.3 0.3 0.2 0.52
H 11.09600 29.84200 37.03900 1.6 0.2 -0.5 0.35
H 10.63200 36.17200 34.29000 -1.0 -0.3 -1.7 0.42
H 11.48100 35.01500 33.54900 0.9 -0.6 -1.2 0.23
H 12.78000 30.78700 39.00000 -0.5 0.0 -0.3 0.34
C 10.91200 37.07800 31.67600 1.4 -1.4 -0.4 -1.69

Record 3
10
Properties=species:S:1:pos:R:3:forces:R:3:nbo_charge:R:1 method="wB97M-V/def2-TZVPD" e_homo_ev="-7.98 / -8.91" orbital_gap_ev="8.10 / 9.51" total_energy_ev=-5713.12557 max_force_ev_per_a=3.7 de_lowest_kj_mol=551.99
C 0.95999 -1.43657 0.00146 -2.7 -2.3 -1.3 -0.06
H 0.11924 1.76613 0.80092 0.7 -0.3 1.4 0.25
H 0.57430 -2.44989 -0.18297 0.8 0.9 0.4 0.27
H -2.21646 0.88786 0.04826 0.4 -0.5 0.0 0.21
C 1.13332 -0.17344 -0.06762 1.5 0.9 2.2 -0.30
C 0.07098 0.81049 0.29832 -2.2 0.2 -1.2 -0.51
C -1.35012 0.19475 0.07779 1.6 -1.3 1.0 -0.01
H -0.10546 1.27660 -0.61191 0.4 1.5 -2.8 0.25
N -1.36526 -1.02406 -0.21787 -0.3 0.4 0.4 -0.32
H 2.17948 0.14813 -0.14638 -0.3 0.5 -0.1 0.24

Record 4
99
Properties=species:S:1:pos:R:3:forces:R:3:mulliken_spin:R:1 method="wB97M-V/def2-TZVPD" s2=0.76 e_homo_ev="-6.72 / -7.57" multiplicity=2 orbital_gap_ev="6.90 / 7.10" total_energy_ev=-154679.17801 max_force_ev_per_a=0.7 de_lowest_kj_mol=77.38
C -3.62578 -0.93467 -1.43375 0.0 0.0 -0.1 0.03
H 2.15822 -6.58955 -2.51509 0.0 0.0 0.0 0.00
H -6.01183 -2.78018 -4.69171 0.0 0.0 0.0 0.00
C 3.49811 2.79337 3.17404 -0.1 0.0 0.0 -0.01
C 4.71923 3.09196 2.58685 0.0 0.0 0.0 0.01
H 1.39113 2.89019 -0.60385 0.0 0.0 0.0 -0.01
H -5.32156 2.82867 2.94252 0.0 0.0 0.0 0.00
H 3.41212 -1.01642 3.09546 0.0 0.0 0.0 0.00
H 0.36633 4.12301 3.18437 0.1 -0.1 0.1 0.00
H -1.51804 -2.53175 -3.31305 0.0 0.0 0.0 0.00
C -0.53054 2.76861 -3.39015 0.0 0.0 0.0 0.00
C -4.83697 -1.88893 -3.26527 0.0 0.0 0.0 0.00
H 2.81975 -2.97427 1.25697 0.0 0.0 0.0 0.00
H -3.92757 -1.16679 2.42724 0.0 0.0 0.0 0.00
N -5.98930 -2.08025 -3.97264 0.0 0.0 0.0 0.00
C 1.24258 -4.87230 -1.67190 0.0 0.0 0.0 0.00
H -1.12396 8.00618 2.18207 0.0 0.0 0.0 0.00
C -1.82625 2.26428 -1.42921 0.0 -0.1 -0.1 0.05
C -1.61388 5.04556 0.61412 0.0 0.0 -0.1 0.00
Cl 3.17155 -5.75009 -5.04918 0.0 0.0 0.0 0.00
C 4.83706 -2.89390 -1.45886 0.0 0.0 0.0 0.00
H 5.01812 -1.23756 -2.81228 0.0 0.0 0.0 0.00
C -2.33088 -2.65552 1.25999 0.1 0.0 0.0 0.02
H 0.20871 6.54063 3.66771 0.0 0.0 0.0 0.00
C 1.91636 -5.54385 -2.64705 0.0 0.0 0.0 0.00
H -3.31686 -2.51897 0.81360 0.0 0.0 0.0 0.00
C -4.82134 -1.13776 -2.08491 0.0 0.0 0.0 0.00
C -0.70454 2.42412 -0.62890 0.0 0.0 0.1 0.00
H 1.54440 3.20172 -3.04957 0.0 0.0 0.0 0.00
C -3.61643 -2.41105 -3.70398 0.0 0.0 0.0 0.00
C 0.51325 2.75488 -1.22761 0.0 0.0 0.1 0.03
Cl 0.79171 -5.69402 -0.21672 0.0 0.0 0.0 0.00
C 3.65649 -0.81940 -1.21193 -0.1 0.0 -0.1 0.01
H 4.65348 0.85678 0.06389 0.0 0.0 0.0 0.00
C -0.30592 6.12600 2.81035 0.0 0.0 0.0 0.00
C -4.76382 0.76398 2.72151 0.0 0.1 0.0 0.00
C 1.40276 -0.98554 2.33690 0.0 -0.2 -0.1 -0.05
H -3.56561 -3.02029 -4.59683 0.0 0.0 0.0 0.00
C 3.31546 -2.57324 0.38324 0.0 0.0 0.1 0.00
C -3.35521 2.60300 2.12518 -0.1 0.2 -0.1 -0.02
O 0.23130 -2.93112 -0.84098 0.1 -0.1 -0.1 0.05
H -0.46308 2.89363 -4.46343 0.0 0.0 0.0 0.00
H -1.77949 -3.36770 0.64213 0.0 0.0 0.0 -0.01
P 1.87746 -0.13145 0.78695 0.1 0.2 0.0 0.07
H -2.77714 2.03705 -0.96989 -0.1 -0.1 0.0 0.00
H 0.50373 -3.05637 5.47182 0.0 0.0 0.0 0.00
H -6.86825 -1.84332 -3.54945 0.0 0.0 0.0 0.00
C -2.53191 0.34319 1.80916 -0.1 -0.1 0.0 0.05
C -0.22170 -2.11071 3.69369 -0.1 0.2 0.1 0.00
C -1.05105 6.94561 1.97858 0.0 0.0 0.0 0.00
H 2.32183 -3.03375 -4.87856 0.0 0.0 0.0 0.00
C 0.59775 2.93578 -2.59661 0.0 0.0 0.0 0.00
H 4.38761 -4.38672 0.01368 0.0 0.0 0.0 0.00
C 4.55323 -1.61275 -1.90892 0.0 0.0 0.0 0.00
C 3.06292 1.10858 1.48917 -0.1 0.1 0.0 0.02
C 2.07492 -2.06803 4.39129 0.0 0.0 0.0 0.00
C 4.20103 -3.37517 -0.32406 0.0 0.0 0.0 0.00
H 3.40490 0.16476 -1.59454 0.0 0.0 0.0 0.00
H -5.73568 -0.72051 -1.68266 0.0 0.0 0.0 0.00
H 1.72927 1.59561 3.09974 -0.1 0.0 0.0 0.00
Cu -0.53843 -1.07717 -0.89871 -0.3 0.5 0.4 0.24
C 2.38751 -1.32567 3.26815 0.0 0.0 0.0 0.00
C -2.35207 1.73977 1.69170 0.1 0.0 0.1 -0.13
H -5.68978 0.37530 3.12621 0.0 0.0 0.0 0.00
C 0.06656 -1.36053 2.54725 0.1 0.0 -0.2 0.01
H 3.18981 3.31645 4.06992 0.0 0.0 0.0 0.00
C 1.30091 -2.84103 -2.98835 0.0 0.0 0.0 -0.01
H -1.24381 -2.41127 3.89174 0.0 0.0 0.0 0.00
C 2.01157 -3.55436 -3.98042 0.0 0.0 0.0 0.00
C 2.30588 -4.87187 -3.81916 0.0 0.0 0.0 0.00
N -2.45519 -1.40807 -1.86848 0.1 0.1 0.1 0.07
C 0.87949 -3.48198 -1.77899 0.0 -0.1 0.1 -0.02
C -3.75651 -0.10410 2.32186 0.0 0.0 0.0 0.07
C -1.70102 6.40267 0.87585 0.0 0.0 0.0 0.00
C -4.56007 2.12872 2.62274 0.0 -0.1 0.0 0.01
C -2.47422 -2.14107 -2.98339 0.1 0.0 -0.1 0.00
C 3.05850 -1.27064 -0.03212 -0.2 -0.1 -0.1 0.00
H -2.46032 -3.10216 2.24789 -0.1 0.0 0.0 0.01
C -1.73999 2.42887 -2.80633 0.0 -0.1 0.0 0.00
H -3.20036 3.67583 2.08520 0.0 -0.1 0.0 0.00
H 1.51101 -1.09287 -4.20287 0.0 0.0 0.0 0.00
H 2.84968 -2.34409 5.09515 0.0 0.0 0.0 0.00
C -0.87883 4.20802 1.45313 0.0 -0.1 0.1 0.00
H -3.60352 -0.37856 -0.50649 0.0 0.1 0.0 0.00
P -0.70671 2.39375 1.20378 0.2 -0.1 -0.2 0.04
H -2.11654 4.63353 -0.25393 0.0 0.0 0.0 0.00
C -0.22027 4.76514 2.54383 -0.1 0.1 0.0 0.00
C 0.76084 -2.46640 4.60090 0.0 0.0 0.0 0.00
C 5.11589 2.39459 1.45987 0.0 0.0 0.0 -0.01
Si -1.32194 -1.05069 1.27400 0.0 -0.1 -0.1 0.43
H 5.35963 3.85363 3.01272 0.0 0.0 0.0 0.00
H 6.07192 2.60856 0.99876 0.0 0.0 0.0 0.00
C 2.67353 1.82328 2.62583 0.1 0.0 0.0 0.02
O 0.43099 -0.63129 -2.59322 0.1 -0.1 -0.2 0.01
C 1.06672 -1.45357 -3.25946 0.0 0.0 0.0 -0.01
C 4.29915 1.40898 0.92058 0.0 0.0 0.0 0.01
H 5.53301 -3.52084 -2.00097 0.0 0.0 0.0 0.00
H -2.62131 2.29708 -3.42319 0.0 0.0 0.0 0.00
H -2.27986 7.04081 0.22036 0.0 0.0 0.0 0.00